# 1
Here is a cluster of 5 separate species, C13H34BNO9 in total at a distorted geometry from the OMol25 dataset. Energies are from ωB97M-V with the def2-TZVPD basis set.

Computed properties:
Total energy in eV: -34624.521
HOMO-LUMO gap in eV: 9.74
Highest occupied orbital energy in eV: -9.4
SMILES: O=C1C[C@@](COO)(B(O)O)CN1.CCO.CCO.CCO.CCO

Geometry as ORCA input:
```
! RIJCOSX wB97M-V def2-TZVPD def2/J DEFGRID3
* xyz 0 1
O -0.2831 3.7488 -2.3591
C -0.2004 2.5388 -2.3415
C -1.0067 1.5587 -3.1707
C -1.4564 0.5646 -2.0801
C -2.6229 1.2140 -1.3418
O -3.4682 0.2057 -0.7773
O -4.8315 0.6215 -0.8519
B -1.7393 -0.9374 -2.5454
O -1.7109 -1.9972 -1.6976
O -2.1073 -1.1752 -3.8656
C -0.1275 0.5013 -1.2636
N 0.5661 1.8046 -1.3699
H -0.4291 1.0386 -3.9280
H -1.7869 2.1381 -3.6484
H -2.2899 1.8694 -0.5327
H -3.2228 1.7945 -2.0334
H -4.8934 1.3591 -0.2300
H -0.9916 -1.9887 -1.0597
H -1.3614 -1.2868 -4.4518
H 0.4978 -0.2305 -1.7868
H -0.2055 0.0898 -0.2655
H 1.4779 1.6288 -1.7680
C 3.4542 -2.8092 -0.3791
C 2.1469 -2.2902 0.1872
O 1.0803 -2.3814 -0.7639
H 3.7319 -2.2573 -1.2764
H 4.2608 -2.7144 0.3480
H 3.3681 -3.8620 -0.6595
H 2.2242 -1.2391 0.4534
H 1.8705 -2.8457 1.0893
H 0.9762 -3.3046 -1.0146
C -1.3371 -0.1088 3.3901
C -0.0175 -0.6849 2.9112
O 0.5264 0.0774 1.8331
H -2.0569 -0.0689 2.5760
H -1.7552 -0.7113 4.1986
H -1.2045 0.9103 3.7546
H -0.1539 -1.6963 2.5292
H 0.7078 -0.7274 3.7318
H 0.6631 0.9754 2.1475
C 6.3178 0.0119 -3.1547
C 6.6226 -0.7653 -1.8873
O 6.3527 -2.1573 -2.0344
H 5.2746 -0.1244 -3.4411
H 6.5070 1.0773 -3.0174
H 6.9361 -0.3416 -3.9828
H 5.9930 -0.4209 -1.0680
H 7.6677 -0.6221 -1.5937
H 6.9073 -2.4931 -2.7435
C -5.8333 2.0840 4.8283
C -4.5031 1.3680 4.6854
O -3.8367 1.7089 3.4726
H -6.4814 1.8491 3.9841
H -6.3391 1.7932 5.7499
H -5.6892 3.1668 4.8437
H -4.6521 0.2899 4.6545
H -3.8537 1.5959 5.5384
H -3.6827 2.6575 3.4783
*
```


# 2
Here is a structure of composition C45H54MnNO4PS5Si4Te at a distorted geometry from the OMol25 dataset. Energies are from ωB97M-V with the def2-TZVPD basis set.

Computed properties:
Total energy in eV: -190815.960
HOMO-LUMO gap (spin up / spin down) in eV: 5.53 / 5.53
Highest occupied orbital energy (spin up / spin down) in eV: -1.7 / -1.7
<S²>: 8.76
Energy relative to the best compared isomer or geometry (same formula, charge and spin) in kcal per mole: 28.74

Geometry as ORCA input:
```
! RIJCOSX wB97M-V def2-TZVPD def2/J DEFGRID3
* xyz -2 6
Mn -3.1069 0.2864 0.0885
O -0.9599 2.8362 2.2569
C -2.0872 3.0543 3.0356
C -3.0567 1.8396 2.8951
O -4.0138 1.7446 3.6336
O -2.7020 1.0785 1.8995
C -1.6688 3.0493 4.5085
C -2.6207 3.1863 5.5593
C -2.1455 3.2410 6.8237
C -0.8155 3.0862 7.1008
C 0.1338 2.9646 6.1142
C -0.3118 2.9196 4.7847
C -2.7809 4.3994 2.6944
C -3.8013 4.3941 1.7428
C -4.4288 5.6183 1.4067
C -4.1538 6.8236 2.0456
C -3.0873 6.8336 2.9972
C -2.4075 5.6242 3.2929
H -1.0929 1.9278 1.8936
H -3.6446 3.4558 5.3072
H -2.8463 3.3903 7.6291
H -0.4661 3.1654 8.1053
H 1.1639 2.8668 6.4899
H 0.3275 2.8583 3.9160
H -4.1056 3.4656 1.2622
H -5.1328 5.5592 0.5440
H -4.7185 7.7136 1.7962
H -2.7889 7.7733 3.3537
H -1.6477 5.6252 4.0324
O 0.0378 0.9573 -0.4985
N -0.5953 -0.0032 0.2145
C 0.3094 -0.6945 0.8172
C 0.1823 -1.8145 1.7692
C 1.4210 -2.0961 2.3727
C 1.5658 -3.1649 3.2769
C 0.4233 -3.9218 3.5831
C -0.8112 -3.5526 3.1567
C -0.9695 -2.4911 2.2462
P -2.5739 -2.1800 1.3975
C -2.6707 -3.7458 0.3817
C -1.8743 -3.8134 -0.7831
C -2.0102 -4.8818 -1.6024
C -2.8513 -5.9591 -1.3063
C -3.5547 -5.9831 -0.1449
C -3.4643 -4.8184 0.6803
C -3.7892 -2.1826 2.7664
C -3.4015 -1.9166 4.0554
C -4.4269 -1.6545 4.9552
C -5.7409 -1.5454 4.5460
C -6.1048 -1.6610 3.2461
C -5.1260 -1.9990 2.3479
H -0.6217 1.4509 -1.0385
H 1.3043 -0.3803 0.7307
H 2.2878 -1.5509 2.0492
H 2.5159 -3.5305 3.5878
H 0.4928 -4.8050 4.2140
H -1.7228 -4.0750 3.4558
H -1.3395 -2.9863 -1.2007
H -1.4773 -4.8595 -2.5717
H -2.9500 -6.7473 -2.0655
H -4.1492 -6.7852 0.1875
H -4.0891 -4.8281 1.5598
H -2.3914 -1.8983 4.4563
H -4.1550 -1.5399 6.0474
H -6.4455 -1.1913 5.2931
H -7.1552 -1.4199 2.9531
H -5.3559 -2.1676 1.3076
S -2.1001 0.0756 -6.9934
C -2.5233 0.1611 -5.4138
S -3.2831 -1.0736 -4.3855
C -3.3584 -0.1629 -2.8616
C -2.7558 1.1101 -2.9084
S -2.7759 2.2405 -1.5160
S -2.1939 1.5745 -4.4974
S -4.0653 -1.1368 -1.6016
C 5.2142 -3.4974 -4.4110
Si 4.7958 -1.7492 -5.0047
C 6.3912 -0.8288 -5.1512
C 3.9263 -1.9841 -6.6300
Si 3.5619 -0.6103 -3.4356
Te 1.5921 -2.1012 -2.8288
Si 2.6741 1.4757 -4.0897
C 1.3124 1.2119 -5.3965
C 2.1418 2.3222 -2.4780
C 3.9128 2.5995 -5.0614
Si 4.9336 -0.3181 -1.5085
C 6.3843 0.8933 -1.5376
C 5.7571 -1.8844 -0.8303
C 3.6951 0.2017 -0.2088
H 5.9677 -4.0253 -4.9573
H 4.3033 -3.9904 -4.6504
H 5.4829 -3.6762 -3.3495
H 7.1323 -1.4193 -5.7693
H 6.7633 -0.7669 -4.1610
H 6.2415 0.1923 -5.4451
H 4.4942 -2.5353 -7.3662
H 3.6934 -1.0226 -7.1004
H 2.9576 -2.4974 -6.4083
H 0.7517 0.2935 -5.0995
H 1.5991 1.1205 -6.4395
H 0.5264 2.0461 -5.3672
H 1.6640 1.5742 -1.8950
H 1.5296 3.1971 -2.5696
H 2.9981 2.6732 -1.9027
H 4.5674 1.9484 -5.6597
H 4.5741 3.1524 -4.4089
H 3.4065 3.3108 -5.6861
H 7.0581 0.6086 -2.3332
H 6.9521 0.8827 -0.5936
H 6.0132 1.8709 -1.8288
H 6.6916 -2.1066 -1.4610
H 5.1259 -2.7937 -0.8735
H 6.1542 -1.7331 0.1844
H 3.3603 1.1980 -0.2255
H 4.2496 0.0217 0.7309
H 2.7488 -0.3878 -0.2679
*
```


# 3
Here is a cluster of 2 separate species, H3NO2S2 in total at a distorted geometry from the OMol25 dataset. Energies are from ωB97M-V with the def2-TZVPD basis set.

Computed properties:
Total energy in eV: -27300.865
HOMO-LUMO gap (spin up / spin down) in eV: 6.30 / 6.31
Highest occupied orbital energy (spin up / spin down) in eV: -8.4 / -8.4
Energy relative to the best compared isomer or geometry (same formula, charge and spin) in kcal per mole: 36.50

Geometry as ORCA input:
```
! RIJCOSX wB97M-V def2-TZVPD def2/J DEFGRID3
* xyz 0 1
N 0.0732 -0.3012 0.2263
O -3.6127 -1.9782 -0.3240
O -3.4336 0.3847 -0.3901
S -3.4126 1.9849 -0.0552
S -3.1844 -0.8559 0.4349
H 0.7678 -0.1058 0.9131
H 0.0143 0.5532 -0.2426
H 0.5665 -0.7912 -0.4157
*
```


# 4
Here is a cluster of 12 separate species, C71H155F30N7OP8 in total at a distorted geometry from the OMol25 dataset. Energies are from ωB97M-V with the def2-TZVPD basis set.

Computed properties:
Total energy in eV: -244456.347
HOMO-LUMO gap (spin up / spin down) in eV: 6.38 / 2.48
Highest occupied orbital energy (spin up / spin down) in eV: -14.5 / -14.5
<S²>: 0.77

Geometry as ORCA input:
```
! RIJCOSX wB97M-V def2-TZVPD def2/J DEFGRID3
* xyz 3 2
C 1.1779 0.5651 -2.6732
N 0.7335 0.7684 -1.2001
C 1.0455 2.2773 -0.8588
C -0.7600 0.3850 -0.9966
C 1.6866 -0.0784 -0.3125
C 1.4112 -1.5650 -0.2259
O 1.3397 -2.2922 -1.4935
H 0.8164 -0.3420 -3.1576
H 2.2673 0.5743 -2.7081
H 0.9830 1.4408 -3.2923
H 0.6276 2.3891 0.1416
H 0.5351 2.8775 -1.6120
H 2.0988 2.5570 -0.8799
H -1.0402 -0.5246 -1.5278
H -1.2400 1.2080 -1.5262
H -0.9318 0.4140 0.0794
H 1.7161 0.3222 0.7008
H 2.7230 0.1221 -0.5842
H 0.4610 -1.8045 0.2515
H 2.0958 -2.2689 0.2472
H 1.5262 -3.1740 -1.1630
C 4.9944 5.6812 -2.4233
C 3.8932 4.6888 -2.2991
N 3.0438 4.6491 -3.5809
C 2.7880 3.4780 -4.2174
C 1.9138 3.6959 -5.2740
N 1.4504 5.0196 -5.0620
C 2.1406 5.5378 -4.0379
C 0.4797 5.7731 -5.9865
H 5.7368 5.6257 -1.6271
H 4.6885 6.7270 -2.3972
H 5.5396 5.5241 -3.3541
H 3.2491 4.9632 -1.4637
H 4.2748 3.6734 -2.1926
H 3.3028 2.5728 -3.9313
H 1.6089 3.0456 -6.0805
H 1.9142 6.5012 -3.6055
H -0.5191 5.3476 -6.0838
H 0.8539 5.6041 -6.9962
H 0.5786 6.8542 -5.8882
C 3.1654 -3.0789 -4.6203
C 3.7666 -4.0012 -3.5776
N 4.9495 -4.6098 -4.1519
C 5.0526 -5.7225 -4.9001
C 6.4525 -5.8816 -5.1765
N 7.1365 -4.9730 -4.5087
C 6.2530 -4.2142 -3.7926
C 8.6070 -4.8272 -4.5113
H 3.7603 -2.1945 -4.8484
H 2.1661 -2.7459 -4.3397
H 2.9003 -3.6615 -5.5025
H 3.0329 -4.7434 -3.2633
H 4.1103 -3.4506 -2.7019
H 4.1538 -6.2682 -5.1465
H 7.0277 -6.6255 -5.7076
H 6.5316 -3.3014 -3.2871
H 9.0389 -5.3413 -5.3700
H 8.9698 -5.3107 -3.6043
H 8.8753 -3.7730 -4.4419
C -9.1753 2.5383 -2.6342
C -8.0584 3.3401 -3.2775
N -6.8810 3.5970 -2.3728
C -6.7497 4.7510 -1.5909
C -5.4699 4.6865 -0.9717
N -4.8291 3.5725 -1.5486
C -5.7083 2.8724 -2.3769
C -3.4176 3.3427 -1.4061
H -10.0128 2.5488 -3.3317
H -9.4551 2.9867 -1.6809
H -8.8684 1.5005 -2.5043
H -8.5009 4.2921 -3.5709
H -7.6688 2.8742 -4.1826
H -7.5581 5.4664 -1.5591
H -5.0898 5.5237 -0.4050
H -5.4146 2.0116 -2.9594
H -2.8487 4.1935 -1.0312
H -2.9977 3.0475 -2.3677
H -3.3497 2.4748 -0.7502
C -4.2465 5.1657 3.0602
C -3.1322 4.6276 2.2587
C -1.8958 4.3491 3.0065
C -1.1084 5.6286 3.5822
P 0.6220 5.5514 4.0876
C 1.2419 7.2084 4.4619
C 0.4780 7.9407 5.6455
C 1.3935 9.1346 6.2469
C 0.7405 10.1723 7.2738
C 1.6363 4.8387 2.7568
C 3.1687 5.0746 2.9569
C 4.1110 4.2664 1.9802
C 4.0640 2.7459 2.1496
C 0.7074 4.4955 5.6203
C 2.1884 4.2497 6.1647
C 1.8400 3.8047 7.6686
C 0.8653 2.6102 7.8079
H -5.0493 5.5805 2.4507
H -3.8489 5.9529 3.7008
H -4.7546 4.5625 3.8126
H -3.1631 5.2315 1.3518
H -3.4508 3.6759 1.8334
H -1.1602 3.6092 2.6910
H -2.1115 3.8809 3.9669
H -1.6534 5.8501 4.4998
H -1.3978 6.5038 3.0006
H 1.3112 7.6895 3.4863
H 2.3168 7.1556 4.6345
H 0.2617 7.3508 6.5361
H -0.3759 8.4127 5.1595
H 1.7324 9.7321 5.4006
H 2.2082 8.6802 6.8107
H -0.0404 10.7878 6.8273
H 1.4640 10.9012 7.6391
H 0.2226 9.8316 8.1703
H 1.2391 5.2607 1.8336
H 1.2756 3.8126 2.6853
H 3.4773 4.8961 3.9870
H 3.3272 6.1492 2.8661
H 5.1079 4.6314 2.2274
H 3.9279 4.5208 0.9362
H 4.6663 2.2163 1.4114
H 3.0775 2.3857 1.8580
H 4.5264 2.4930 3.1037
H 0.1731 3.6093 5.2776
H 0.0565 4.9179 6.3858
H 2.8558 5.1077 6.0838
H 2.6784 3.4328 5.6349
H 1.4669 4.6114 8.2996
H 2.7790 3.4985 8.1297
H 1.3266 1.7349 7.3507
H -0.1329 2.6488 7.3719
H 0.7295 2.4318 8.8746
C 3.9927 -0.5341 8.1014
C 2.9248 -1.5068 7.6034
C 2.6355 -2.4977 8.7876
C 2.3729 -4.0275 8.5656
P 0.9191 -4.4306 7.4653
C -0.5325 -3.2914 7.5285
C -1.0356 -3.0774 8.9613
C -2.3800 -2.1796 8.9961
C -3.7453 -2.9342 8.9430
C 0.3543 -6.0544 8.0636
C 1.2039 -7.2813 7.7230
C 0.8158 -8.6662 8.3080
C 0.2243 -8.5540 9.7211
C 1.4199 -4.5603 5.7434
C 0.2814 -5.1914 4.8543
C 0.6257 -5.0992 3.3133
C 0.8777 -3.6876 2.7976
H 4.2344 0.1311 7.2724
H 4.8506 -1.0286 8.5569
H 3.6523 0.0882 8.9291
H 3.3023 -2.1042 6.7736
H 2.1398 -0.9687 7.0721
H 2.0608 -2.2145 9.6694
H 3.5708 -2.6134 9.3352
H 2.2011 -4.5298 9.5175
H 3.2330 -4.5601 8.1598
H -1.2143 -3.9434 6.9824
H -0.2308 -2.4368 6.9230
H -0.2289 -2.5493 9.4697
H -0.9695 -4.0517 9.4456
H -2.4876 -1.4457 8.1974
H -2.4058 -1.7015 9.9754
H -4.6415 -2.3902 8.6448
H -3.9755 -3.2281 9.9671
H -3.7207 -3.8201 8.3084
H -0.5901 -6.2550 7.5577
H 0.2510 -5.8895 9.1362
H 2.1828 -7.2381 8.2004
H 1.3906 -7.3408 6.6507
H 1.5856 -9.4379 8.3047
H -0.0433 -8.8886 7.6752
H -0.4516 -9.3961 9.8697
H -0.3598 -7.6558 9.9217
H 0.9917 -8.5917 10.4944
H 2.3247 -5.1672 5.7785
H 1.7009 -3.5413 5.4775
H -0.5551 -4.5168 5.0366
H -0.0209 -6.2204 5.0489
H -0.0997 -5.5424 2.6310
H 1.6005 -5.5443 3.1140
H 1.9203 -3.3995 2.6625
H 0.4814 -2.9289 3.4723
H 0.2228 -3.5726 1.9339
C -6.8127 -0.4702 -4.6194
C -5.5169 -0.6705 -5.4206
C -5.5402 -1.8023 -6.4801
C -4.3728 -1.9402 -7.4050
P -2.9545 -2.9605 -6.9684
C -3.2255 -4.6513 -7.6930
C -3.1273 -4.5242 -9.1734
C -3.6360 -5.7754 -9.9595
C -3.1191 -7.0932 -9.4813
C -1.4010 -2.2152 -7.6836
C -1.4371 -1.4054 -9.0180
C -0.2230 -1.4685 -9.8868
C -0.3956 -0.7254 -11.2356
C -2.7810 -3.0076 -5.0451
C -1.6929 -3.7685 -4.3128
C -1.5199 -3.2010 -2.9264
C -2.7989 -3.3148 -1.9728
H -6.7610 -1.0070 -3.6722
H -7.7271 -0.9000 -5.0284
H -6.8535 0.5177 -4.1604
H -4.6787 -0.7722 -4.7313
H -5.4234 0.3329 -5.8360
H -6.4520 -1.6751 -7.0636
H -5.5598 -2.7950 -6.0304
H -3.9301 -0.9741 -7.6471
H -4.7563 -2.2950 -8.3616
H -4.1797 -5.0309 -7.3276
H -2.4943 -5.3551 -7.2955
H -2.0827 -4.3993 -9.4585
H -3.7875 -3.7407 -9.5454
H -3.4274 -5.6671 -11.0239
H -4.7253 -5.7985 -9.9272
H -3.5458 -7.3243 -8.5053
H -2.0461 -6.9300 -9.3805
H -3.4244 -7.9814 -10.0345
H -0.6644 -2.9966 -7.8703
H -0.9112 -1.4553 -7.0747
H -1.7328 -0.3781 -8.8049
H -2.2353 -1.8213 -9.6328
H 0.1869 -2.4713 -10.0074
H 0.6279 -0.9761 -9.4161
H 0.2996 -1.2907 -11.8562
H 0.0712 0.2505 -11.1016
H -1.3942 -0.7322 -11.6725
H -3.6981 -3.2810 -4.5234
H -2.6772 -1.9520 -4.7941
H -0.7575 -3.6896 -4.8666
H -1.9469 -4.8284 -4.3096
H -1.2928 -2.1368 -2.9898
H -0.6574 -3.6538 -2.4374
H -2.9324 -4.3155 -1.5618
H -3.7660 -3.1572 -2.4503
H -2.7285 -2.6226 -1.1337
P 1.7115 -6.3566 -0.9340
F 1.0141 -7.8045 -1.2428
F 3.2155 -7.0042 -1.2781
F 1.5231 -6.1540 -2.5045
F 2.2808 -4.8688 -0.7324
F 0.2386 -5.7285 -0.5571
F 1.9260 -6.7090 0.6676
P -1.9385 1.6102 -5.0424
F -1.2335 2.2745 -3.7197
F -2.4004 3.1006 -5.4276
F -0.5761 2.0594 -5.9353
F -2.6132 1.0544 -6.4570
F -1.3975 0.1284 -4.4886
F -3.4002 1.4556 -4.2486
P -0.2634 0.1852 3.7103
F -1.4241 -0.4208 2.7584
F -0.0035 1.4792 2.7334
F -1.3123 1.0841 4.6120
F 1.0250 0.6631 4.4886
F -0.4794 -1.0638 4.7148
F 0.8302 -0.6879 2.8870
P -0.5822 6.2398 -0.8910
F -0.5174 7.0911 0.4365
F -0.8703 4.9143 0.0278
F -2.1825 6.5371 -0.7063
F -0.6734 5.1985 -2.1232
F -0.3676 7.5706 -1.8204
F 0.9777 5.9813 -0.7096
P 5.7053 0.5000 -2.6452
F 5.4368 -1.0417 -2.4061
F 6.5992 -0.2093 -3.8561
F 4.4051 0.6577 -3.5955
F 6.2654 1.9352 -3.0858
F 4.8855 1.0758 -1.4349
F 7.1133 0.2955 -1.7736
*
```


Q: Which formula does entry 4 have?
A: C71H155F30N7OP8


Q: Number 4 is which compound?
A: C71H155F30N7OP8